(1)
ORCA calculation (wB97M-V/def2-TZVPD) on a gas-phase ion, C4H10O2PS (charge -1).

Gap between HOMO and LUMO in eV: 6.216
HOMO level in eV: -2.8
LUMO energy in eV: 3.41
Total charge: -1
SMILES string: CO[C@@H](O)CP(C)[S-]

Element x y z (Å)
C  -2.200  -0.452  0.281
C  1.616  -1.589  -0.830
C  -0.573  1.151  -0.487
C  0.649  0.635  0.330
O  -1.224  2.223  0.155
O  -1.481  0.105  -0.795
P  2.350  0.125  -0.442
S  3.351  -0.064  1.264
H  -3.167  0.047  0.473
H  -1.590  -0.298  1.131
H  -2.358  -1.522  -0.038
H  1.104  -1.807  0.143
H  0.872  -1.361  -1.515
H  2.362  -2.337  -1.135
H  -0.284  1.615  -1.605
H  -0.931  2.355  1.080
H  1.042  1.375  0.952
H  0.462  -0.201  1.036

(2)
ORCA calculation (wB97M-V/def2-TZVPD) on 2 unconnected molecules or ions with the total composition C4H10O2S.

Gap between HOMO and LUMO in eV: 10.045
HOMO level in eV: -9.6
LUMO energy in eV: 0.49
Total charge: 0
SMILES string: O=CCCCS.O

Element x y z (Å)
O  1.937  2.663  -1.665
C  0.957  2.145  -1.193
C  0.385  0.871  -1.764
C  -0.780  0.261  -0.936
C  -0.563  -0.608  0.351
S  -1.564  -0.160  1.844
H  0.298  2.757  -0.539
H  1.122  0.048  -1.709
H  0.179  0.900  -2.838
H  -1.517  1.093  -0.727
H  -1.149  -0.443  -1.695
H  0.423  -0.285  0.672
H  -0.754  -1.665  0.146
H  -1.532  -1.372  2.512
H  0.079  -1.904  2.681
H  1.627  -1.866  2.392
O  0.850  -2.436  2.466

(3)
ORCA calculation (wB97M-V/def2-TZVPD) on C4H10O2S2 in the gas phase.

Gap between HOMO and LUMO in eV: 9.533
HOMO level in eV: -9.0
LUMO energy in eV: 0.58
Total charge: 0
SMILES string: OCC(O)(CS)CS

Element x y z (Å)
C  -0.065  1.458  0.520
C  -0.080  0.065  -0.181
C  1.164  -0.724  0.177
C  -1.351  -0.647  0.276
H  1.165  2.365  -1.252
H  -1.003  1.907  0.240
H  0.014  1.316  1.596
H  -0.889  0.729  -1.838
H  1.111  -1.713  -0.390
H  2.076  -0.212  -0.226
H  1.950  -1.369  1.806
H  -2.189  -0.021  0.078
H  -1.318  -0.854  1.362
H  -1.361  -1.867  -1.701
O  -0.088  0.222  -1.601
O  1.182  -0.887  1.561
S  1.313  2.520  0.046
S  -1.634  -2.287  -0.475

(4)
ORCA calculation (wB97M-V/def2-TZVPD) on 3 unconnected molecules or ions with the total composition C4H10O3.

Gap between HOMO and LUMO (spin up / spin down) in eV: 3.555 / 5.000
⟨S²⟩: 0.78
HOMO level (spin up / spin down) in eV: -0.3 / -1.8
LUMO energy (spin up / spin down) in eV: 3.27 / 3.20
Total charge: -1
Spin multiplicity: 2

Element x y z (Å)
C  1.266  -2.254  -0.878
C  0.303  -1.829  -0.003
C  0.248  -0.580  0.726
C  1.261  0.388  0.638
O  1.161  1.734  0.213
H  1.241  -2.965  -1.701
H  2.196  -1.680  -1.012
H  -0.383  -2.580  0.420
H  -0.599  -0.344  1.375
H  2.281  0.100  0.422
H  0.300  2.125  0.328
H  -1.791  1.313  0.137
H  -2.223  2.039  1.429
O  -1.459  1.811  0.890
H  -1.384  -0.458  -0.658
H  -2.585  0.011  -1.528
O  -1.636  0.114  -1.395

(5)
ORCA calculation (wB97M-V/def2-TZVPD) on 2 unconnected molecules or ions with the total composition C4H10O3.

Gap between HOMO and LUMO in eV: 11.215
HOMO level in eV: -10.5
LUMO energy in eV: 0.69
Total charge: 0
SMILES string: CCCC(=O)O.O

Element x y z (Å)
O  -1.197  0.519  -2.861
C  -0.702  0.723  -1.786
O  -0.512  1.977  -1.329
C  -0.262  -0.322  -0.807
C  0.492  -1.468  -1.530
C  1.294  -2.351  -0.566
H  -0.770  2.523  -2.092
H  0.227  0.153  0.023
H  -1.224  -0.753  -0.526
H  1.151  -0.997  -2.251
H  -0.253  -2.078  -2.042
H  1.539  -3.269  -1.060
H  2.177  -1.844  -0.199
H  0.690  -2.557  0.323
H  -0.509  3.051  4.908
H  -0.911  3.283  6.351
O  -1.229  3.411  5.445

(6)
ORCA calculation (wB97M-V/def2-TZVPD) on 3 unconnected molecules or ions with the total composition C4H10O3.

Gap between HOMO and LUMO in eV: 8.957
HOMO level in eV: -8.5
LUMO energy in eV: 0.42
Total charge: 0
SMILES string: C=C/C=C/O.O.O

Element x y z (Å)
C  1.020  1.850  -0.106
C  0.163  0.901  0.382
C  -0.035  -0.374  -0.153
C  -0.586  -1.515  0.401
O  -0.851  -2.674  -0.276
H  1.188  2.852  0.254
H  1.760  1.646  -0.944
H  -0.386  1.201  1.232
H  0.333  -0.475  -1.168
H  -0.751  -1.683  1.455
H  -0.680  -2.458  -1.210
H  3.131  -0.146  0.935
H  2.255  -0.477  -0.273
O  3.046  -0.486  0.110
H  -3.099  1.280  -0.692
H  -2.988  0.091  0.392
O  -3.520  0.466  -0.341

(7)
ORCA calculation (wB97M-V/def2-TZVPD) on 2 unconnected molecules or ions with the total composition C4H10O3.

Gap between HOMO and LUMO in eV: 9.756
HOMO level in eV: -9.6
LUMO energy in eV: 0.12
Total charge: 0
SMILES string: CC(=O)C(O)O.C

Element x y z (Å)
C  0.694  -1.466  -0.204
C  0.270  0.039  -0.201
C  -0.885  1.492  1.870
C  -0.642  0.430  -1.332
O  1.171  0.833  0.201
O  2.048  -1.521  -0.540
O  -0.035  -2.278  -1.067
H  2.441  -0.693  -0.194
H  0.482  -2.377  -1.870
H  0.523  -1.849  0.818
H  -0.967  0.497  1.162
H  -0.280  1.189  2.714
H  -1.865  1.883  2.129
H  -0.364  2.278  1.340
H  -0.133  0.238  -2.277
H  -1.547  -0.175  -1.300
H  -0.911  1.479  -1.249

(8)
ORCA calculation (wB97M-V/def2-TZVPD) on 2 unconnected molecules or ions with the total composition C4H10O3.

Gap between HOMO and LUMO (spin up / spin down) in eV: 7.083 / 4.300
⟨S²⟩: 0.76
HOMO level (spin up / spin down) in eV: -14.4 / -14.4
LUMO energy (spin up / spin down) in eV: -7.35 / -10.12
Total charge: +1
Spin multiplicity: 2

Element x y z (Å)
C  0.621  0.847  -0.012
O  1.254  2.118  -0.023
C  1.299  -0.141  1.009
C  0.686  -1.557  0.876
C  -0.798  -1.615  0.852
O  -1.489  -0.893  1.700
H  -0.482  0.871  0.222
H  0.739  0.658  -1.007
H  2.026  2.024  0.467
H  2.446  -0.142  0.792
H  1.152  0.221  2.025
H  1.063  -2.214  1.622
H  1.089  -1.945  -0.099
H  -1.191  -2.545  0.326
H  -1.787  0.585  -2.554
H  -1.126  1.540  -3.425
O  -1.613  0.742  -3.517

(9)
ORCA calculation (wB97M-V/def2-TZVPD) on 2 unconnected molecules or ions with the total composition C4H10O3S.

Gap between HOMO and LUMO in eV: 9.501
HOMO level in eV: -9.2
LUMO energy in eV: 0.29
Total charge: 0
SMILES string: O=C(O)CCCS.O

Element x y z (Å)
O  1.051  2.440  0.396
C  0.762  1.329  0.574
O  1.563  0.252  0.369
C  -0.562  0.818  1.124
C  -1.484  0.616  -0.039
C  -0.701  -0.093  -1.196
S  -1.973  -0.662  -2.424
H  2.506  0.290  0.030
H  -0.158  -0.011  1.857
H  -1.103  1.540  1.696
H  -1.752  1.624  -0.331
H  -2.553  0.185  0.151
H  -0.150  0.617  -1.750
H  0.068  -0.952  -0.915
H  -1.515  -1.846  -2.865
H  1.822  -2.685  0.942
H  1.978  -1.333  0.864
O  2.202  -2.129  1.520

(10)
ORCA calculation (wB97M-V/def2-TZVPD) on a molecular structure, C4H10O4.

Gap between HOMO and LUMO in eV: 9.827
HOMO level in eV: -9.2
LUMO energy in eV: 0.59
Total charge: 0

Element x y z (Å)
C  0.016  0.817  0.121
C  -0.170  0.985  -1.374
C  -1.228  1.123  0.941
H  0.852  1.422  0.501
H  0.993  -0.128  0.218
H  -0.916  0.278  -1.740
H  -1.058  0.996  2.008
H  -0.526  1.997  -1.586
H  0.756  0.817  -1.921
H  -2.060  0.484  0.638
H  -1.520  2.160  0.757
C  0.087  -1.141  0.464
O  1.871  -1.178  0.158
O  2.066  -1.354  -1.260
O  0.084  -1.233  1.811
O  -0.544  -1.780  -0.329
H  1.525  -2.142  -1.439
H  -0.229  -2.122  2.033

(11)
ORCA calculation (wB97M-V/def2-TZVPD) on 2 unconnected molecules or ions with the total composition C4H10O4.

Gap between HOMO and LUMO in eV: 10.629
HOMO level in eV: -10.2
LUMO energy in eV: 0.46
Total charge: 0
SMILES string: O=C(O)CCCO.O

Element x y z (Å)
O  2.283  -0.281  0.553
C  1.249  -0.820  0.251
O  1.331  -2.107  -0.169
C  -0.244  -0.435  0.196
C  -0.646  0.997  0.400
C  -1.788  1.189  1.505
O  -3.027  1.274  0.856
H  2.243  -2.402  -0.293
H  -0.616  -0.842  -0.752
H  -0.621  -1.136  0.966
H  -1.093  1.588  -0.437
H  0.272  1.521  0.695
H  -1.463  2.165  1.885
H  -1.836  0.444  2.283
H  -3.011  1.302  -0.095
H  1.407  0.427  -3.535
H  1.109  -0.711  -2.564
O  0.821  0.188  -2.816

(12)
ORCA calculation (wB97M-V/def2-TZVPD) on 2 unconnected molecules or ions with the total composition C4H10OS.

Gap between HOMO and LUMO in eV: 10.038
HOMO level in eV: -9.2
LUMO energy in eV: 0.85
Total charge: 0
SMILES string: CC=O.CCS

Element x y z (Å)
C  2.585  -0.330  0.647
C  1.101  -0.108  0.163
S  0.910  -1.068  -1.478
H  2.495  -0.826  1.680
H  3.058  -0.976  -0.032
H  3.140  0.572  0.542
H  0.965  0.956  -0.048
H  0.456  -0.486  0.949
H  0.934  -2.190  -0.833
O  -1.562  1.485  1.731
C  -1.714  1.329  0.557
C  -2.559  0.198  -0.017
H  -1.305  1.993  -0.263
H  -2.046  -0.545  -0.654
H  -2.828  -0.381  0.880
H  -3.413  0.559  -0.527

(13)
ORCA calculation (wB97M-V/def2-TZVPD) on 2 unconnected molecules or ions with the total composition C4H10OS.

Gap between HOMO and LUMO in eV: 9.321
HOMO level in eV: -8.5
LUMO energy in eV: 0.80
Total charge: 0
SMILES string: C=CO.CCS

Element x y z (Å)
C  2.383  -1.489  -0.885
C  1.363  -0.473  -1.475
S  0.989  1.276  -0.821
H  2.744  -1.982  -1.787
H  1.713  -2.166  -0.380
H  3.137  -1.128  -0.211
H  1.428  -0.162  -2.514
H  0.411  -1.011  -1.454
H  2.149  1.814  -1.167
C  -2.638  -0.822  0.485
C  -1.719  -0.124  1.197
O  -1.755  0.277  2.519
H  -3.068  -0.472  -0.443
H  -2.991  -1.702  1.010
H  -0.808  0.339  0.808
H  -2.681  0.502  2.662

(14)
ORCA calculation (wB97M-V/def2-TZVPD) on 2 unconnected molecules or ions with the total composition C4H10OS.

Gap between HOMO and LUMO (spin up / spin down) in eV: 8.362 / 3.300
⟨S²⟩: 0.75
HOMO level (spin up / spin down) in eV: -12.5 / -12.5
LUMO energy (spin up / spin down) in eV: -4.12 / -9.18
Total charge: +1
Spin multiplicity: 2

Element x y z (Å)
C  1.939  1.733  0.171
C  1.536  1.123  1.538
S  1.407  -0.635  1.622
H  2.766  2.409  0.347
H  1.111  2.255  -0.306
H  2.236  0.953  -0.534
H  2.129  1.476  2.379
H  0.479  1.392  1.763
H  0.850  -0.833  0.404
C  -2.787  0.330  -1.078
C  -2.477  -0.604  -1.966
O  -1.329  -1.374  -1.982
H  -3.520  1.047  -1.418
H  -2.339  0.493  -0.103
H  -3.026  -0.623  -2.902
H  -1.328  -1.934  -1.195

Strongest force on any atom values, unit Eh/bohr, following the record order: 0.064 0.060 0.048 0.037 0.029 0.127 0.112 0.115 0.112 0.012 0.066 0.054 0.040 0.026.
Relative energy (zero: lowest compared OMol25 entry of this formula, charge and spin) values, unit kJ/mol, following the record order: 336.4 209.9 91.7 154.1 24.7 288.0 218.4 294.1 200.7 591.6 96.7 116.1 282.1 143.5.